A single C4H10N2OS molecule. Source: the OMol25 dataset; level of theory: ωB97M-V/def2-TZVPD.

Last column: Mulliken charge in e.
Geometry (Å):
N (0.134, 2.345, -0.501)  -0.564
C (0.258, 1.220, 0.414)  -0.718
C (-0.447, 0.073, -0.351)  0.088
C (0.443, -1.172, -0.550)  -0.767
S (1.987, -0.815, -1.541)  -0.230
N (-1.681, -0.453, 0.293)  -0.109
C (-1.909, -0.514, 1.629)  -0.058
O (-1.147, -0.242, 2.518)  -0.529
H (-0.443, 3.140, -0.120)  0.194
H (1.046, 2.713, -0.849)  0.210
H (-0.207, 1.406, 1.482)  0.378
H (1.223, 1.075, 0.786)  0.398
H (-0.647, 0.414, -1.437)  0.338
H (0.722, -1.854, 0.374)  0.324
H (-0.247, -1.830, -1.161)  0.371
H (2.144, 0.495, -1.541)  0.094
H (-2.500, -0.530, -0.313)  0.265
H (-2.951, -0.939, 1.883)  0.313

Summary:
Net charge: 0
Molecular weight (g mol⁻¹): 134.20
Largest force on an atom (eV/A): 3.700
E (a.u.): -741.304046
SMILES: NC[C@@H](CS)NC=O
ΔE to the lowest compared entry with this formula, charge and spin (kcal per mole): 46.4